Entry 1:
Here is 3 unconnected molecules or ions with the total composition C24H56BBrN2O15P4S2 in a non-equilibrium geometry from OMol25. Energies are from ωB97M-V/def2-TZVPD.

Properties
Total charge: 0
Frontier orbital gap, eV: 8.3
F_max, eV/Å: 6.51
SMILES: [H]/N=C(\C)C[C@]1([PH2]=S)[C@H](CN)S(=O)(=O)O[C@@H](P(=O)(O)O)[C@]1(C[C@H](C)Br)B(C)O.CCOP(=O)(OCC)OCC.CCOP(=O)(OCC)OCC
2S+1: 1
DFT total energy, hartree: -6947.0148
HOMO, eV: -8.389

Cartesian coordinates (Å):
H1 -1.57 -1.87 4.85
N1 -1.16 -2.15 3.96
C1 -0.23 -1.33 3.68
C2 0.10 -0.23 4.71
C3 0.66 -1.40 2.44
C4 0.08 -1.25 1.00
P1 -1.50 -2.34 0.98
S1 -1.99 -3.17 -0.69
C5 1.08 -2.03 0.05
C6 2.56 -1.99 0.43
N2 3.30 -2.94 -0.43
S2 0.99 -1.61 -1.73
O1 2.17 -1.01 -2.25
O2 0.72 -2.84 -2.41
O3 -0.27 -0.66 -1.92
C7 -0.72 0.29 -0.96
P2 -2.57 0.31 -1.22
O4 -3.41 -0.12 -0.08
O5 -3.05 1.73 -1.77
O6 -2.91 -0.68 -2.45
C8 -0.20 0.23 0.52
C9 -1.08 0.92 1.59
C10 -1.55 2.39 1.51
C11 -3.09 2.50 1.65
Br1 -1.03 3.52 0.00
B1 1.19 1.06 0.54
C12 1.89 1.67 1.82
O7 1.85 1.27 -0.65
H2 -0.63 0.56 4.55
H3 0.03 -0.62 5.72
H4 1.08 0.22 4.53
H5 1.05 -2.43 2.48
H6 1.54 -0.79 2.64
H7 -1.12 -3.36 1.87
H8 -2.55 -1.68 1.62
H9 0.78 -3.08 0.12
H10 2.77 -2.31 1.45
H11 3.05 -1.02 0.30
H12 2.77 -3.81 -0.48
H13 4.18 -3.16 0.01
H14 -0.41 1.26 -1.36
H15 -4.00 1.80 -1.62
H16 -3.53 -1.34 -2.10
H17 -1.95 0.30 1.82
H18 -0.51 0.88 2.52
H19 -1.20 2.93 2.39
H20 -3.45 1.80 2.41
H21 -3.60 2.40 0.70
H22 -3.29 3.49 2.07
H23 2.98 1.58 1.76
H24 1.59 1.25 2.78
H25 1.66 2.74 1.83
H26 2.79 1.15 -0.50
C13 8.32 -2.27 6.99
C14 6.97 -1.59 7.09
O8 6.96 -0.29 6.48
P3 6.91 -0.19 4.87
O9 5.56 -0.65 4.46
O10 6.78 1.43 4.70
C15 5.73 2.01 3.92
C16 4.58 2.44 4.79
O11 8.53 -0.11 4.67
C17 9.08 -0.33 3.34
C18 8.75 0.79 2.38
H27 8.55 -2.52 5.95
H28 8.34 -3.19 7.57
H29 9.12 -1.61 7.34
H30 6.19 -2.21 6.66
H31 6.72 -1.43 8.14
H32 5.40 1.31 3.15
H33 6.15 2.87 3.41
H34 4.25 1.64 5.46
H35 3.73 2.75 4.18
H36 4.87 3.28 5.42
H37 8.72 -1.29 2.96
H38 10.16 -0.41 3.47
H39 7.69 0.79 2.11
H40 9.32 0.68 1.46
H41 8.97 1.76 2.82
C19 -3.52 0.62 -5.62
C20 -4.72 0.76 -4.70
O12 -5.88 1.20 -5.42
P4 -6.67 0.14 -6.35
O13 -7.32 -0.83 -5.43
O14 -7.93 1.07 -6.81
C21 -9.28 0.61 -6.65
C22 -9.89 1.18 -5.38
O15 -5.86 0.51 -7.72
C23 -5.95 -0.40 -8.84
C24 -7.32 -0.42 -9.48
H42 -3.67 -0.19 -6.34
H43 -2.62 0.42 -5.05
H44 -3.38 1.54 -6.20
H45 -4.92 -0.19 -4.19
H46 -4.50 1.51 -3.94
H47 -9.33 -0.48 -6.65
H48 -9.84 0.96 -7.51
H49 -9.25 1.01 -4.52
H50 -10.86 0.73 -5.19
H51 -10.02 2.26 -5.48
H52 -5.66 -1.40 -8.52
H53 -5.21 -0.06 -9.57
H54 -8.06 -0.90 -8.83
H55 -7.30 -0.97 -10.42
H56 -7.67 0.60 -9.67

Löwdin atomic charge list, values in e, 6 entries: H 0.06; N 0.12; C -0.40; C -0.03; C -0.14; C -0.41

Entry 2:
Here is 2 unconnected molecules or ions with the total composition C4H6INO2 in a non-equilibrium geometry from OMol25. Energies are from ωB97M-V/def2-TZVPD.

Properties
Total charge: 0
Frontier orbital gap, eV: 9.0
F_max, eV/Å: 4.62
2S+1: 1
DFT total energy, hartree: -658.8238
HOMO, eV: -8.621

Cartesian coordinates (Å):
C1 1.93 0.98 0.41
C2 -1.59 -1.46 -0.66
C3 -1.66 -1.92 0.59
C4 0.91 0.70 -0.65
N1 0.27 1.59 -1.21
O1 3.04 1.23 0.02
O2 1.65 0.63 1.65
I1 -1.96 -0.59 2.23
H1 -1.44 -0.31 -0.87
H2 -1.55 -2.08 -1.48
H3 -1.55 -2.99 0.63
H4 2.41 0.37 2.14
H5 -0.04 2.48 -0.84
H6 -0.43 1.36 -1.95

natural (NBO) atomic charge list, values in e, 6 entries: C 0.66; C -0.38; C -0.36; C 0.08; N -0.69; O -0.60

Entry 3:
Here is a molecular structure, C24H37Cl2F3GdN2O9P2S in a non-equilibrium geometry from OMol25. Energies are from ωB97M-V/def2-TZVPD.

Properties
Total charge: +3
Frontier orbital gap (spin up / spin down), eV: 5.7 / 4.4
F_max, eV/Å: 5.18
⟨S²⟩: 15.777
2S+1: 8
DFT total energy, hartree: -4788.6592
HOMO (spin up / spin down), eV: -15.725 / -15.725

Cartesian coordinates (Å):
C1 3.69 0.48 4.41
O1 4.18 1.66 3.84
C2 4.19 1.62 2.43
C3 2.78 1.95 1.88
C4 2.81 2.98 0.72
C5 1.68 4.03 0.84
C6 0.26 3.47 0.79
C7 -0.05 2.86 -0.60
C8 -1.51 2.36 -0.68
C9 -1.74 0.96 -0.03
C10 -2.27 -0.13 -0.97
O2 -3.66 -0.19 -1.20
C11 -4.45 0.91 -0.88
O3 -4.24 1.96 -1.80
C12 -4.45 3.14 -1.25
N1 -4.76 4.18 -0.87
S1 -6.27 0.40 -1.09
C13 -6.33 -1.33 -1.53
O4 -6.78 1.15 -2.20
O5 -6.89 0.65 0.18
P1 -1.48 0.03 -2.75
O6 -2.36 1.00 -3.64
O7 -0.01 0.65 -2.72
C14 -1.92 -1.64 -0.49
Cl1 -2.17 -2.69 -1.95
N2 -0.56 -1.78 0.02
C15 0.50 -2.38 -0.82
C16 1.94 -2.19 -0.26
C17 2.89 -2.05 -1.44
C18 3.55 -0.82 -1.62
C19 4.40 -0.59 -2.68
C20 4.62 -1.60 -3.62
C21 3.98 -2.83 -3.43
C22 3.12 -3.07 -2.37
C23 -0.34 -1.73 1.38
O8 0.00 -3.12 2.00
C24 0.73 -3.01 3.21
F1 0.59 -4.24 3.86
F2 0.26 -2.12 4.00
F3 1.99 -2.86 3.00
P2 -3.44 -2.25 0.54
O9 -2.90 -3.63 1.39
Cl2 -3.79 -0.84 2.01
H1 4.24 -0.37 4.00
H2 3.83 0.50 5.49
H3 2.61 0.39 4.22
H4 4.91 2.36 2.07
H5 4.53 0.64 2.08
H6 2.24 1.03 1.58
H7 2.23 2.42 2.70
H8 2.80 2.50 -0.27
H9 3.77 3.49 0.79
H10 1.83 4.76 0.04
H11 1.86 4.55 1.78
H12 -0.44 4.27 1.02
H13 0.17 2.68 1.55
H14 0.09 3.67 -1.32
H15 0.68 2.06 -0.75
H16 -2.08 3.09 -0.11
H17 -1.89 2.42 -1.70
H18 -0.78 0.67 0.42
H19 -2.40 1.11 0.83
H20 -4.40 1.25 0.16
H21 -6.18 -1.95 -0.64
H22 -5.62 -1.55 -2.32
H23 -7.34 -1.47 -1.93
H24 -1.76 1.55 -4.19
H25 0.50 0.36 -1.95
H26 0.54 -1.96 -1.83
H27 0.34 -3.46 -0.90
H28 2.04 -1.24 0.28
H29 2.24 -3.03 0.37
H30 3.38 -0.02 -0.91
H31 4.90 0.37 -2.82
H32 5.26 -1.45 -4.47
H33 4.13 -3.62 -4.16
H34 2.62 -4.03 -2.25
H35 0.53 -1.11 1.64
H36 -1.15 -1.34 1.99
H37 -3.60 -3.87 2.02
Gd1 -0.41 -5.09 1.85

Löwdin atomic charge list, values in e, 6 entries: C -0.12; O -0.17; C -0.21; C -0.18; C -0.20; C -0.19

Entry 4:
Here is 2 unconnected molecules or ions with the total composition C3H5ClF2 from OMol25. Energies are from ωB97M-V/def2-TZVPD.

Properties
Total charge: 0
Frontier orbital gap, eV: 10.5
F_max, eV/Å: 0.62
SMILES: C=CCl.FCF
2S+1: 1
DFT total energy, hartree: -777.1898
HOMO, eV: -9.551

Cartesian coordinates (Å):
C1 0.42 0.57 -0.86
C2 1.28 1.39 -1.44
Cl1 0.99 2.13 -2.98
H1 -0.53 0.30 -1.32
H2 0.66 0.14 0.11
H3 2.23 1.68 -1.00
F1 -0.54 -0.04 1.74
C3 -1.00 -1.30 1.55
F2 -1.61 -1.37 0.34
H4 -1.74 -1.53 2.32
H5 -0.15 -1.99 1.55

natural (NBO) atomic charge list, values in e, 6 entries: C -0.41; C -0.22; Cl -0.02; H 0.22; H 0.22; H 0.21

> Number 2 is which compound?

C4H6INO2

> Number 4 is which compound?

C3H5ClF2

> Which of these has the highest total charge?

C24H37Cl2F3GdN2O9P2S